Entry 1:
Molecular formula: C6H41NO13
Method: DFT, ωB97M-V/def2-TZVPD

Frontier orbital gap in eV: 8.5

Bonds (Å) are listed after each position.
CARTESIAN COORDINATES (ANGSTROEM)
1 C -0.581 -2.042 0.594  C2 1.513, C3 1.550, H8 1.105, H9 1.126
2 C 0.507 -1.003 0.762  C1 1.513, H10 1.076, H11 1.087, H12 1.092
3 C -1.258 -2.323 -0.771  C1 1.550, N4 1.462, H13 1.103, H14 1.134
4 N -1.853 -1.149 -1.405  C3 1.462, C5 1.540, C7 1.438
5 C -2.980 -1.458 -2.409  N4 1.540, C6 1.554, H15 1.091, H16 1.094
6 C -4.129 -0.437 -2.181  C5 1.554, H17 1.104, H18 1.095, H19 1.086
7 C -0.924 -0.290 -2.090  N4 1.438, H20 1.128, H21 1.116, H22 1.090
8 H -1.281 -2.195 1.435  C1 1.105
9 H -0.111 -3.035 0.841  C1 1.126
10 H 0.430 -0.274 -0.025  C2 1.076
11 H 1.525 -1.383 0.791  C2 1.087
12 H 0.545 -0.465 1.712  C2 1.092
13 H -2.038 -3.094 -0.647  C3 1.103
14 H -0.444 -2.843 -1.366  C3 1.134
15 H -2.443 -1.502 -3.358  C5 1.091
16 H -3.291 -2.439 -2.038  C5 1.094
17 H -3.825 0.133 -1.286  C6 1.104
18 H -4.965 -1.009 -1.763  C6 1.095
19 H -4.281 0.176 -3.064  C6 1.086
20 H -0.296 -0.784 -2.886  C7 1.128
21 H -1.303 0.478 -2.805  C7 1.116
22 H -0.228 0.268 -1.464  C7 1.090
23 H 2.164 2.499 -2.295  O25 0.970
24 H 2.380 3.129 -0.892  O25 0.962
25 O 1.849 3.191 -1.693  H23 0.970, H24 0.962
26 H -3.726 3.575 0.359  O28 0.963
27 H -2.657 3.508 -0.754  O28 0.963
28 O -3.260 4.103 -0.297  H26 0.963, H27 0.963
29 H 0.780 1.893 -0.309  O31 0.959
30 H -0.867 1.537 -0.014  O31 0.973
31 O 0.014 1.840 0.265  H29 0.959, H30 0.973
32 H -1.330 2.532 3.316  O34 0.963
33 H -0.371 1.961 2.194  O34 0.986
34 O -1.079 1.733 2.841  H32 0.963, H33 0.986
35 H -1.307 4.135 -1.777  O37 0.956
36 H -0.209 3.256 -2.645  O37 0.959
37 O -1.120 3.476 -2.444  H35 0.956, H36 0.959
38 H 3.737 -1.065 2.231  O40 0.967
39 H 2.430 -0.842 3.099  O40 0.967
40 O 2.799 -0.830 2.205  H38 0.967, H39 0.967
41 H 3.956 0.901 1.819  O43 0.954
42 H 2.952 1.988 2.217  O43 0.962
43 O 3.824 1.634 2.415  H41 0.954, H42 0.962
44 H -2.139 0.066 0.403  O46 0.969
45 H -2.232 1.017 1.760  O46 0.978
46 O -2.483 0.866 0.827  H44 0.969, H45 0.978
47 H 3.105 -3.424 -0.484  O49 0.960
48 H 3.456 -3.010 0.994  O49 0.960
49 O 3.733 -2.963 0.077  H47 0.960, H48 0.960
50 H 2.850 -0.532 0.025  O52 0.971
51 H 4.274 0.161 -0.114  O52 0.959
52 O 3.610 -0.370 -0.558  H50 0.971, H51 0.959
53 H -1.460 -4.087 3.267  O55 0.968
54 H -0.347 -3.256 3.648  O55 0.976
55 O -0.494 -4.124 3.226  H53 0.968, H54 0.976
56 H 3.159 0.734 -4.084  O58 0.963
57 H 2.588 -0.395 -3.191  O58 0.966
58 O 2.340 0.316 -3.798  H56 0.963, H57 0.966
59 H -0.019 0.529 3.712  O61 0.979
60 H 1.502 0.810 3.803  O61 0.965
61 O 0.823 0.177 4.066  H59 0.979, H60 0.965

Löwdin population analysis, charges in e, atoms 1 to 6: -0.22 -0.10 -0.20 -0.23 -0.19 -0.06

=====

Entry 2:
Molecular formula: C29H54N3O19P
Method: DFT, ωB97M-V/def2-TZVPD

Frontier orbital gap in eV: 9.9
SMILES: CCC(=O)OCC[C@](C#N)([C@@H](O)C#N)P(N)O.CCOC(=O)OC.CCOC(=O)OC.CCOC(=O)OC.CCOC(=O)OC.CCOC(=O)OC

Bonds (Å) are listed after each position.
CARTESIAN COORDINATES (ANGSTROEM)
1 C 4.515 -2.489 2.432  C2 1.548, H18 1.099, H19 1.094, H20 1.096
2 C 3.888 -3.648 1.619  C1 1.548, C3 1.509, H21 1.094, H22 1.098
3 C 3.323 -3.119 0.324  C2 1.509, O4 1.195, O5 1.385
4 O 3.833 -3.223 -0.752  C3 1.195
5 O 2.161 -2.380 0.472  C3 1.385, C6 1.436
6 C 0.960 -3.167 0.449  O5 1.436, C7 1.527, H23 1.100, H24 1.101
7 C -0.185 -2.284 0.942  C6 1.527, C8 1.542, H25 1.101, H26 1.091
8 C -0.522 -2.353 2.445  C7 1.542, C9 1.476, C11 1.579, P15 1.945
9 C 0.707 -2.403 3.261  C8 1.476, N10 1.142
10 N 1.602 -2.452 3.969  C9 1.142
11 C -1.354 -3.637 2.836  C8 1.579, O12 1.419, C13 1.484, H27 1.101
12 O -2.205 -3.434 3.953  C11 1.419, H28 0.969
13 C -2.210 -4.101 1.717  C11 1.484, N14 1.137
14 N -2.816 -4.485 0.835  C13 1.137
15 P -1.417 -0.735 3.047  C8 1.945, N16 1.716, O17 1.636
16 N -0.138 0.394 2.860  P15 1.716, H29 1.023, H30 1.020
17 O -2.197 -0.431 1.642  P15 1.636, H31 0.970
18 H 3.899 -1.584 2.339  C1 1.099
19 H 4.556 -2.756 3.493  C1 1.094
20 H 5.523 -2.272 2.061  C1 1.096
21 H 4.640 -4.403 1.373  C2 1.094
22 H 3.087 -4.104 2.215  C2 1.098
23 H 0.754 -3.454 -0.593  C6 1.100
24 H 1.087 -4.086 1.042  C6 1.101
25 H 0.136 -1.258 0.703  C7 1.101
26 H -1.081 -2.455 0.342  C7 1.091
27 H -0.647 -4.448 3.070  C11 1.101
28 H -1.677 -3.505 4.762  O12 0.969
29 H 0.501 0.147 2.099  N16 1.023
30 H 0.423 0.379 3.711  N16 1.020
31 H -1.903 0.400 1.237  O17 0.970
32 C -5.622 -2.935 3.985  C33 1.512, H39 1.089, H40 1.091, H41 1.090
33 C -6.933 -3.600 3.634  C32 1.512, O34 1.440, H42 1.088, H43 1.090
34 O -7.116 -4.830 4.359  C33 1.440, C35 1.331
35 C -7.551 -4.697 5.610  O34 1.331, O36 1.205, O37 1.336
36 O -7.825 -3.664 6.167  C35 1.205
37 O -7.640 -5.915 6.152  C35 1.336, C38 1.430
38 C -8.077 -5.927 7.513  O37 1.430, H44 1.088, H45 1.089, H46 1.086
39 H -4.791 -3.625 3.840  C32 1.089
40 H -5.461 -2.061 3.353  C32 1.091
41 H -5.617 -2.612 5.026  C32 1.090
42 H -6.952 -3.894 2.586  C33 1.088
43 H -7.781 -2.942 3.822  C33 1.090
44 H -9.009 -5.377 7.624  C38 1.088
45 H -7.317 -5.491 8.160  C38 1.089
46 H -8.225 -6.972 7.766  C38 1.086
47 C -3.167 1.310 -2.886  C48 1.513, H54 1.091, H55 1.090, H56 1.090
48 C -2.622 0.375 -3.943  C47 1.513, O49 1.442, H57 1.089, H58 1.089
49 O -1.183 0.444 -4.018  C48 1.442, C50 1.333
50 C -0.533 -0.253 -3.087  O49 1.333, O51 1.206, O52 1.333
51 O -1.033 -0.939 -2.230  C50 1.206
52 O 0.777 -0.080 -3.265  C50 1.333, C53 1.437
53 C 1.605 -0.795 -2.333  O52 1.437, H59 1.087, H60 1.089, H61 1.085
54 H -2.810 2.326 -3.058  C47 1.091
55 H -4.256 1.312 -2.918  C47 1.090
56 H -2.852 0.996 -1.891  C47 1.090
57 H -2.971 0.667 -4.931  C48 1.089
58 H -2.932 -0.654 -3.764  C48 1.089
59 H 1.343 -1.850 -2.311  C53 1.087
60 H 1.512 -0.372 -1.334  C53 1.089
61 H 2.622 -0.679 -2.690  C53 1.085
62 C 4.229 3.347 -1.868  C63 1.512, H69 1.091, H70 1.090, H71 1.089
63 C 2.859 2.757 -1.619  C62 1.512, O64 1.444, H72 1.087, H73 1.089
64 O 2.888 1.784 -0.553  C63 1.444, C65 1.331
65 C 2.874 2.298 0.675  O64 1.331, O66 1.206, O67 1.338
66 O 2.789 3.468 0.953  C65 1.206
67 O 2.965 1.298 1.559  C65 1.338, C68 1.433
68 C 2.984 1.735 2.923  O67 1.433, H74 1.089, H75 1.089, H76 1.088
69 H 4.955 2.555 -2.055  C62 1.091
70 H 4.197 4.004 -2.737  C62 1.090
71 H 4.565 3.929 -1.010  C62 1.089
72 H 2.508 2.204 -2.487  C63 1.087
73 H 2.127 3.528 -1.383  C63 1.089
74 H 2.129 2.378 3.124  C68 1.089
75 H 3.908 2.269 3.138  C68 1.089
76 H 2.929 0.836 3.534  C68 1.088
77 C 4.529 5.298 3.063  C78 1.511, H84 1.092, H85 1.088, H86 1.090
78 C 4.515 6.761 3.441  C77 1.511, O79 1.440, H87 1.089, H88 1.089
79 O 5.758 7.175 4.040  C78 1.440, C80 1.332
80 C 6.745 7.432 3.184  O79 1.332, O81 1.205, O82 1.335
81 O 6.683 7.375 1.982  C80 1.205
82 O 7.828 7.772 3.888  C80 1.335, C83 1.430
83 C 8.984 8.055 3.096  O82 1.430, H89 1.088, H90 1.089, H91 1.086
84 H 4.797 4.691 3.930  C77 1.092
85 H 3.550 4.989 2.701  C77 1.088
86 H 5.257 5.108 2.274  C77 1.090
87 H 3.765 6.960 4.204  C78 1.089
88 H 4.303 7.392 2.579  C78 1.089
89 H 8.759 8.800 2.336  C83 1.088
90 H 9.350 7.147 2.620  C83 1.089
91 H 9.729 8.438 3.788  C83 1.086
92 C -4.651 -1.005 -11.467  C93 1.513, H99 1.091, H100 1.090, H101 1.089
93 C -4.529 0.399 -10.916  C92 1.513, O94 1.439, H102 1.088, H103 1.089
94 O -4.192 0.392 -9.517  C93 1.439, C95 1.334
95 C -2.902 0.198 -9.243  O94 1.334, O96 1.205, O97 1.334
96 O -2.015 0.059 -10.047  C95 1.205
97 O -2.757 0.190 -7.916  C95 1.334, C98 1.432
98 C -1.418 -0.035 -7.462  O97 1.432, H104 1.088, H105 1.089, H106 1.084
99 H -5.362 -1.584 -10.877  C92 1.091
100 H -5.001 -0.970 -12.499  C92 1.090
101 H -3.688 -1.514 -11.446  C92 1.089
102 H -5.482 0.922 -10.965  C93 1.088
103 H -3.788 0.980 -11.463  C93 1.089
104 H -0.724 0.664 -7.924  C98 1.088
105 H -1.109 -1.057 -7.680  C98 1.089
106 H -1.430 0.120 -6.389  C98 1.084

Löwdin population analysis, charges in e, atoms 1 to 6: -0.09 -0.14 -0.48 0.15 -0.06 -0.15

=====

Entry 3:
Molecular formula: C15H49BClF3N20O14S
Method: DFT, ωB97M-V/def2-TZVPD

Frontier orbital gap in eV: 9.2
SMILES: O=S(=O)(O)CCCB(Cl)COC(F)(F)F.NC(N)=O.NC(N)=O.NC(N)=O.NC(N)=O.NC(N)=O.NC(N)=O.NC(N)=O.NC(N)=O.NC(N)=O.NC(N)=O

Bonds (Å) are listed after each position.
CARTESIAN COORDINATES (ANGSTROEM)
1 O -2.167 1.514 -5.929  S2 1.505
2 S -0.842 1.057 -5.380  O1 1.505, O3 1.513, O4 1.684, C5 1.850
3 O -0.295 2.157 -4.498  S2 1.513
4 O -1.168 -0.240 -4.357  S2 1.684, H16 0.986
5 C 0.330 0.559 -6.722  S2 1.850, C6 1.616, H17 1.131, H18 1.142
6 C -0.541 0.321 -8.062  C5 1.616, C7 1.609, H19 1.138, H20 1.143
7 C -1.500 -0.943 -7.788  C6 1.609, B8 1.613, H21 1.146, H22 1.150
8 B -1.313 -2.166 -8.823  C7 1.613, Cl9 1.856, C10 1.648
9 Cl -2.730 -2.749 -9.871  B8 1.856
10 C 0.089 -3.012 -9.020  B8 1.648, O11 1.450, H23 1.136, H24 1.135
11 O -0.244 -4.403 -8.782  C10 1.450, C12 1.390
12 C 0.682 -5.273 -9.345  O11 1.390, F13 1.411, F14 1.395, F15 1.411
13 F 0.133 -6.566 -9.210  C12 1.411
14 F 0.890 -5.100 -10.714  C12 1.395
15 F 1.900 -5.326 -8.634  C12 1.411
16 H -1.220 0.151 -3.453  O4 0.986
17 H 1.146 1.308 -6.946  C5 1.131
18 H 0.791 -0.435 -6.398  C5 1.142
19 H 0.105 0.122 -8.977  C6 1.138
20 H -1.230 1.201 -8.303  C6 1.143
21 H -2.585 -0.588 -7.883  C7 1.146
22 H -1.333 -1.384 -6.739  C7 1.150
23 H 0.830 -2.572 -8.280  C10 1.136
24 H 0.439 -2.777 -10.073  C10 1.135
25 N 3.884 -5.094 -3.825  C26 1.359, H29 1.003, H30 1.006
26 C 3.097 -5.138 -4.932  N25 1.359, N27 1.356, O28 1.223
27 N 3.241 -6.254 -5.688  C26 1.356, H31 1.007, H32 1.003
28 O 2.317 -4.241 -5.223  C26 1.223
29 H 4.529 -5.819 -3.569  N25 1.003
30 H 3.804 -4.280 -3.238  N25 1.006
31 H 2.673 -6.323 -6.517  N27 1.007
32 H 3.874 -7.002 -5.468  N27 1.003
33 N 0.281 4.876 -6.683  C34 1.353, H37 1.003, H38 1.006
34 C -0.308 4.672 -7.884  N33 1.353, N35 1.358, O36 1.222
35 N -1.257 5.586 -8.211  C34 1.358, H39 1.006, H40 1.003
36 O -0.007 3.736 -8.610  C34 1.222
37 H 0.051 5.634 -6.068  N33 1.003
38 H 0.989 4.219 -6.404  N33 1.006
39 H -1.720 5.470 -9.096  N35 1.006
40 H -1.516 6.357 -7.624  N35 1.003
41 N 2.110 2.094 0.172  C42 1.362, H45 1.004, H46 1.006
42 C 1.515 1.896 -1.036  N41 1.362, N43 1.354, O44 1.224
43 N 0.573 2.814 -1.359  C42 1.354, H47 1.009, H48 1.006
44 O 1.811 0.962 -1.770  C42 1.224
45 H 1.883 2.853 0.790  N41 1.004
46 H 2.816 1.433 0.448  N41 1.006
47 H 0.109 2.702 -2.248  N43 1.009
48 H 0.317 3.587 -0.769  N43 1.006
49 N -0.767 7.652 -0.304  C50 1.357, H53 1.003, H54 1.006
50 C -1.060 6.342 -0.503  N49 1.357, N51 1.357, O52 1.223
51 N -2.298 5.967 -0.092  C50 1.357, H55 1.006, H56 1.003
52 O -0.270 5.560 -1.014  C50 1.223
53 H -1.400 8.310 0.112  N49 1.003
54 H 0.143 7.968 -0.596  N49 1.006
55 H -2.552 5.002 -0.224  N51 1.006
56 H -2.960 6.591 0.328  N51 1.003
57 N 1.793 1.973 5.522  C58 1.356, H61 1.005, H62 1.004
58 C 1.282 1.930 4.266  N57 1.356, N59 1.357, O60 1.225
59 N 1.956 1.127 3.405  C58 1.357, H63 1.008, H64 1.004
60 O 0.287 2.566 3.937  C58 1.225
61 H 2.606 1.460 5.816  N57 1.005
62 H 1.319 2.558 6.187  N57 1.004
63 H 1.605 1.068 2.462  N59 1.008
64 H 2.772 0.598 3.655  N59 1.004
65 N 1.820 0.525 9.723  C66 1.356, H69 1.003, H70 1.006
66 C 2.757 1.382 9.250  N65 1.356, N67 1.356, O68 1.225
67 N 3.237 2.262 10.163  C66 1.356, H71 1.006, H72 1.003
68 O 3.140 1.364 8.086  C66 1.225
69 H 1.491 0.523 10.671  N65 1.003
70 H 1.439 -0.143 9.074  N65 1.006
71 H 3.935 2.915 9.849  N67 1.006
72 H 2.937 2.294 11.120  N67 1.003
73 N -3.159 1.504 8.117  C74 1.357, H77 1.004, H78 1.006
74 C -1.863 1.608 8.504  N73 1.357, N75 1.355, O76 1.226
75 N -0.995 1.907 7.507  C74 1.355, H79 1.007, H80 1.006
76 O -1.504 1.444 9.665  C74 1.226
77 H -3.473 1.635 7.173  N73 1.004
78 H -3.835 1.283 8.829  N73 1.006
79 H -0.023 1.992 7.756  N75 1.007
80 H -1.267 2.045 6.549  N75 1.006
81 N 0.470 -6.653 -3.503  C82 1.356, H85 1.003, H86 1.006
82 C 0.216 -7.974 -3.680  N81 1.356, N83 1.359, O84 1.223
83 N -1.014 -8.378 -3.265  C82 1.359, H87 1.006, H88 1.003
84 O 1.029 -8.741 -4.175  C82 1.223
85 H -0.183 -6.007 -3.099  N81 1.003
86 H 1.370 -6.317 -3.799  N81 1.006
87 H -1.239 -9.352 -3.380  N83 1.006
88 H -1.695 -7.766 -2.857  N83 1.003
89 N -0.145 -1.092 5.190  C90 1.358, H93 1.003, H94 1.007
90 C -0.364 -2.181 4.408  N89 1.358, N91 1.359, O92 1.221
91 N -1.055 -3.185 5.011  C90 1.359, H95 1.006, H96 1.003
92 O 0.028 -2.254 3.255  C90 1.221
93 H -0.459 -1.013 6.139  N89 1.003
94 H 0.364 -0.327 4.778  N89 1.007
95 H -1.236 -4.009 4.463  N91 1.006
96 H -1.386 -3.146 5.957  N91 1.003
97 N -4.146 1.820 12.860  C98 1.359, H101 1.003, H102 1.006
98 C -3.475 0.713 13.276  N97 1.359, N99 1.356, O100 1.222
99 N -2.531 0.266 12.411  C98 1.356, H103 1.005, H104 1.006
100 O -3.705 0.167 14.345  C98 1.222
101 H -3.972 2.284 11.987  N97 1.003
102 H -4.855 2.184 13.474  N97 1.006
103 H -2.012 -0.552 12.683  N99 1.005
104 H -2.329 0.702 11.527  N99 1.006

Löwdin population analysis, charges in e, atoms 1 to 6: -0.33 0.75 -0.37 -0.20 -0.19 -0.20

=====

Number 1: E_tot -34992.5720 eV, lowest unoccupied orbital energy -0.203 eV. Number 2: E_tot -83611.4730 eV, lowest unoccupied orbital energy 0.279 eV. Number 3: E_tot -107013.5262 eV, lowest unoccupied orbital energy -0.019 eV.